No. 1
Formula: C3H6N2OS
Source: the OMol25 dataset
Level of theory: ωB97M-V with the def2-TZVPD basis set

Its HOMO energy is -0.346 hartree. As for the structure (SMILES): [H]/N=C\N(S)C(C)=O. Its total energy is -700.82003 a.u. The value obtained for the frontier orbital gap is 9.937 eV.

Last column: Mulliken charge in e.
CARTESIAN COORDINATES (ANGSTROEM)
S1 -2.61 0.01 -0.05  -0.1250
O1 -0.65 -1.96 0.30  -0.5695
N1 -0.88 0.17 -0.32  -0.1156
N2 0.46 2.06 0.46  -0.5964
C1 -0.09 -0.95 -0.03  0.6370
C2 -0.41 1.49 -0.29  0.0482
C3 1.40 -0.88 -0.26  -1.0564
H1 -0.89 2.10 -1.04  0.3842
H2 -2.48 -0.76 0.97  0.1533
H3 1.76 0.13 -0.49  0.3988
H4 1.68 -1.60 -1.04  0.2957
H5 0.82 1.43 1.14  0.2750
H6 1.88 -1.23 0.65  0.2706

---

No. 2
Formula: C3H6N2OS
Source: the OMol25 dataset
Level of theory: ωB97M-V with the def2-TZVPD basis set

Its HOMO energy is -0.312 hartree. Its total energy is -700.73191 a.u. The value obtained for the frontier orbital gap is 9.120 eV.

Last column: Mulliken charge in e.
CARTESIAN COORDINATES (ANGSTROEM)
S1 0.69 -1.71 0.86  0.3440
O1 -0.41 -2.71 0.96  -0.5882
N1 -0.75 2.02 -0.11  -0.6794
N2 0.03 0.84 0.06  0.2213
C1 -0.17 -0.04 1.15  -0.5166
C2 0.95 -1.19 -0.80  -0.5294
C3 0.56 0.09 -1.00  -0.0946
H1 -0.36 2.52 -0.91  0.2668
H2 -1.58 1.61 -0.36  0.2552
H3 1.27 -2.02 -1.39  0.3561
H4 0.18 0.20 2.14  0.3528
H5 -1.22 -0.28 1.31  0.3151
H6 0.80 0.66 -1.91  0.2971

---

No. 3
Formula: C3H6N2OS
Source: the OMol25 dataset
Level of theory: ωB97M-V with the def2-TZVPD basis set

Its HOMO energy is -0.350 hartree. Its total energy is -700.74934 a.u. The value obtained for the frontier orbital gap is 9.637 eV.

Last column: Mulliken charge in e.
CARTESIAN COORDINATES (ANGSTROEM)
S1 0.14 1.46 0.09  -0.2490
O1 2.58 1.31 -1.14  -0.4538
N1 -2.38 0.81 0.95  -0.6732
N2 -0.94 -1.06 0.05  -0.5843
C1 1.85 -0.87 -0.35  -0.8693
C2 1.73 0.67 -0.62  0.5265
C3 -1.14 0.22 0.29  0.5407
H1 -1.63 -1.63 0.67  0.2398
H2 1.36 -1.39 -1.19  0.2564
H3 -2.46 1.90 0.68  0.2871
H4 2.98 -0.93 -0.46  0.3134
H5 1.41 -0.95 0.74  0.3475
H6 -3.50 0.46 0.29  0.3181